Here is a structure of composition C22H58Cl2O24P5Pb at a distorted geometry from the OMol25 dataset. Energies are from ωB97M-V/def2-TZVPD.

Cartesian coordinates (Å):
Pb (3.1924, 1.8832, 1.8928)
C (-1.8744, -0.4109, 0.0118)
C (-0.4926, 0.0966, 0.2854)
O (-0.2426, 1.2897, 0.0272)
O (0.2174, -0.5130, 1.0113)
H (-1.7252, -1.0289, -0.8735)
H (-2.6177, 0.3676, -0.1604)
H (-2.3444, -0.9386, 0.8417)
C (-6.4829, 1.3495, 3.2710)
Cl (-7.3576, 0.1093, 2.4039)
Cl (-6.7310, 1.1182, 4.9537)
H (-5.4166, 1.2332, 3.0767)
H (-6.8889, 2.2980, 2.9195)
C (1.5998, -9.2558, -2.6393)
O (2.7305, -8.5293, -1.9980)
P (3.2823, -7.0238, -2.4615)
O (4.7630, -6.8783, -2.5683)
O (2.5694, -6.7675, -3.8667)
C (3.1375, -7.1117, -5.1207)
O (2.5140, -6.0319, -1.4558)
C (2.4913, -4.6512, -1.6010)
H (1.3341, -8.7409, -3.5626)
H (0.7378, -9.1686, -1.9779)
H (1.7492, -10.2597, -3.0365)
H (4.1466, -7.5203, -5.0686)
H (3.0653, -6.2062, -5.7232)
H (2.5304, -7.9212, -5.5259)
H (1.6984, -4.3671, -2.2930)
H (3.3969, -4.2846, -2.0843)
H (2.5164, -4.2061, -0.6064)
C (-3.6707, 4.6966, -2.0665)
O (-4.6925, 4.8089, -3.0539)
P (-4.4216, 5.2696, -4.5988)
O (-3.0302, 5.1028, -4.9764)
O (-5.5864, 4.4757, -5.4325)
C (-5.3134, 3.8187, -6.6721)
O (-4.8897, 6.8538, -4.6911)
C (-5.0430, 7.6813, -3.5768)
H (-3.6112, 5.6656, -1.5710)
H (-2.7556, 4.6210, -2.6538)
H (-3.7444, 3.8108, -1.4355)
H (-5.7436, 2.8299, -6.8311)
H (-4.2837, 3.5211, -6.8699)
H (-5.6829, 4.4758, -7.4593)
H (-5.1233, 8.7128, -3.9200)
H (-4.1684, 7.5463, -2.9404)
H (-5.8923, 7.3119, -3.0021)
C (3.7603, -3.4706, 4.6952)
O (5.0835, -2.9527, 4.9838)
P (5.2141, -1.4864, 5.6117)
O (4.4607, -0.5229, 4.7960)
O (4.7143, -1.6510, 7.1303)
C (5.4208, -2.4790, 8.0692)
O (6.8496, -1.2888, 5.6223)
C (7.4629, -0.1073, 6.0992)
H (3.6983, -4.1676, 3.8595)
H (3.0965, -2.6641, 4.3837)
H (3.3751, -3.8583, 5.6383)
H (6.2325, -1.9733, 8.5921)
H (5.7652, -3.3310, 7.4831)
H (4.6663, -2.7815, 8.7954)
H (7.8697, -0.2644, 7.0982)
H (6.7318, 0.7009, 6.1141)
H (8.2616, 0.2724, 5.4620)
C (1.3295, 2.1604, 7.9148)
O (0.1797, 1.6721, 7.1914)
P (-0.3250, 2.2544, 5.6985)
O (0.7435, 2.4921, 4.6705)
O (-1.4182, 1.1138, 5.1643)
C (-1.1558, -0.2638, 5.2538)
O (-1.3300, 3.5443, 5.9769)
C (-0.8617, 4.8224, 5.5985)
H (2.2242, 1.6861, 7.5115)
H (1.3468, 2.0838, 9.0020)
H (1.3613, 3.2186, 7.6551)
H (-0.0855, -0.4536, 5.3348)
H (-1.4537, -0.7881, 4.3458)
H (-1.6950, -0.6608, 6.1139)
H (-1.2445, 4.9095, 4.5816)
H (0.2195, 4.9093, 5.4902)
H (-1.1451, 5.6825, 6.2051)
C (1.7848, 1.2040, -4.8825)
O (3.1441, 1.4673, -4.6076)
P (3.7857, 2.6359, -3.6714)
O (3.6537, 2.2799, -2.2314)
O (3.0372, 4.0077, -4.1619)
C (2.3580, 4.8492, -3.2463)
O (5.3588, 2.7246, -4.1964)
C (5.7772, 3.4635, -5.2753)
H (1.1210, 1.8588, -4.3180)
H (1.5582, 0.1441, -4.7673)
H (1.6930, 1.4993, -5.9277)
H (2.1408, 4.3600, -2.2967)
H (1.3960, 5.1889, -3.6301)
H (3.0119, 5.6987, -3.0492)
H (6.1885, 2.9249, -6.1289)
H (6.5185, 4.2001, -4.9656)
H (5.0349, 4.1926, -5.6002)
O (-6.4375, -2.8059, -3.7285)
C (-5.3507, -2.3449, -3.3767)
O (-4.6561, -2.8038, -2.3678)
C (-4.9918, -4.0000, -1.7265)
C (-5.9050, -3.7003, -0.5704)
C (-4.9862, -0.9414, -3.7122)
H (-4.1043, -4.5452, -1.4052)
H (-5.4216, -4.7250, -2.4177)
H (-6.1370, -4.5015, 0.1312)
H (-6.7921, -3.2293, -0.9939)
H (-5.3465, -3.0047, 0.0559)
H (-3.9699, -0.8375, -4.0923)
H (-5.0265, -0.2750, -2.8506)
H (-5.6356, -0.4740, -4.4525)

Frontier orbital gap: 4.32 eV
E_HOMO: -11.10 eV
Energy above the lowest of the compared OMol25 structures with the same formula, charge and spin: 11.839 eV
Lowest unoccupied orbital energy: -6.78 eV
Total charge: +1

These are the Löwdin partial charges, in e, on atoms 1 to 5:
1 Pb 1.53
2 C 0.01
3 C -0.82
4 O -0.02
5 O 0.01

=====

Here is a cluster of 3 separate species, C22H58F3N6O3P3Si in total at a distorted geometry from the OMol25 dataset. Energies are from ωB97M-V/def2-TZVPD.

Cartesian coordinates (Å):
C (2.8600, 5.5481, 4.6627)
C (3.1035, 4.0464, 4.9793)
P (2.8031, 2.8569, 3.5908)
C (1.6255, 3.5102, 2.3198)
C (0.7190, 2.3692, 1.8466)
Si (4.6706, 2.1527, 2.6640)
C (5.1911, 3.0350, 1.0798)
C (4.9446, 2.2395, -0.2335)
C (4.4459, 3.1622, -1.3826)
C (4.9257, 2.6847, -2.7475)
O (4.7085, 1.3168, -3.0031)
C (3.3605, 0.8899, -2.8456)
C (4.5291, 0.2242, 2.4516)
F (3.2446, -0.1945, 2.3901)
F (5.0330, -0.3539, 3.5869)
F (5.2343, -0.3127, 1.4356)
H (2.4458, 5.7258, 3.6760)
H (2.2158, 5.9672, 5.4357)
H (3.8077, 6.0760, 4.7733)
H (2.4914, 3.7522, 5.8290)
H (4.1399, 3.9255, 5.2964)
H (1.0179, 4.3415, 2.6703)
H (2.2058, 3.8049, 1.4405)
H (0.0589, 2.7010, 1.0429)
H (1.3138, 1.5553, 1.4226)
H (0.1189, 1.9343, 2.6415)
H (5.7328, 2.3687, 3.6730)
H (4.7199, 4.0161, 1.0000)
H (6.2669, 3.2106, 1.1575)
H (5.8835, 1.8072, -0.5773)
H (4.1844, 1.4682, -0.1177)
H (4.7684, 4.1822, -1.1643)
H (3.3544, 3.1636, -1.3146)
H (4.4933, 3.3390, -3.5180)
H (6.0082, 2.8276, -2.7874)
H (3.1138, 0.2585, -3.7009)
H (2.6459, 1.7131, -2.8369)
H (3.2632, 0.2581, -1.9591)
C (-1.0418, -4.5557, -5.8142)
N (-0.0535, -3.5870, -5.3846)
C (1.3005, -4.1349, -5.4568)
P (-0.2731, -2.3580, -4.1988)
O (0.7608, -1.3674, -4.6400)
N (-1.6836, -1.4287, -4.5197)
C (-2.8276, -1.9292, -5.2556)
C (-1.4871, -0.0147, -4.8185)
N (-1.1491, -3.3471, -3.0644)
C (-1.7622, -2.5776, -1.9526)
C (-0.2848, -4.3633, -2.4122)
H (-1.2628, -5.3350, -5.0698)
H (-0.6847, -5.0621, -6.7131)
H (-1.9790, -4.0929, -6.1040)
H (1.5514, -4.7717, -4.5975)
H (2.0357, -3.3319, -5.5017)
H (1.4279, -4.7323, -6.3601)
H (-2.6217, -2.0147, -6.3303)
H (-3.6768, -1.2509, -5.1342)
H (-3.1671, -2.8899, -4.8680)
H (-1.1475, 0.1467, -5.8486)
H (-0.7628, 0.4324, -4.1439)
H (-2.4262, 0.5264, -4.6774)
H (-1.0144, -2.0084, -1.3943)
H (-2.2695, -3.2550, -1.2653)
H (-2.5210, -1.8868, -2.3051)
H (0.6029, -3.9207, -1.9521)
H (0.0385, -5.1228, -3.1227)
H (-0.8448, -4.8894, -1.6403)
C (-4.0165, -2.4743, 1.4864)
N (-2.9929, -1.4747, 1.7129)
C (-1.6477, -2.0294, 1.5583)
P (-3.0679, -0.1274, 2.7852)
O (-2.0945, 0.7772, 2.0948)
N (-4.5057, 0.7791, 2.5285)
C (-5.7291, 0.2147, 1.9939)
C (-4.3440, 2.1470, 2.0490)
N (-3.8040, -0.9795, 4.1115)
C (-4.2866, -0.0942, 5.2030)
C (-2.8731, -1.9369, 4.7622)
H (-4.1553, -3.1754, 2.3229)
H (-3.7544, -3.0699, 0.6094)
H (-4.9809, -2.0363, 1.2518)
H (-1.3140, -2.5769, 2.4506)
H (-0.9231, -1.2384, 1.3640)
H (-1.5892, -2.7138, 0.7158)
H (-5.6513, 0.0054, 0.9193)
H (-6.5576, 0.9141, 2.1356)
H (-6.0212, -0.6911, 2.5256)
H (-4.1284, 2.1851, 0.9744)
H (-3.5441, 2.6570, 2.5780)
H (-5.2590, 2.7148, 2.2359)
H (-3.4835, 0.5205, 5.6192)
H (-4.7078, -0.7032, 6.0037)
H (-5.0786, 0.5642, 4.8630)
H (-1.9371, -1.4632, 5.0693)
H (-2.6365, -2.7697, 4.1015)
H (-3.3419, -2.3728, 5.6428)

Frontier orbital gap: 7.95 eV
E_HOMO: -7.56 eV
Lowest unoccupied orbital energy: 0.40 eV
SMILES string: CCP(CC)[Si@H](CCCCOC)C(F)(F)F.CN(C)P(=O)(N(C)C)N(C)C.CN(C)P(=O)(N(C)C)N(C)C

These are the Löwdin partial charges, in e, on atoms 1 to 5:
1 C -0.15
2 C -0.47
3 P 0.84
4 C -0.46
5 C -0.20

=====

Here is a cluster of 10 separate species, C22H58N6O10 in total at a distorted geometry from the OMol25 dataset. Energies are from ωB97M-V/def2-TZVPD.

Cartesian coordinates (Å):
C (0.5040, 4.4966, 0.0936)
N (1.0071, 4.0849, 1.3763)
C (0.2512, 3.1037, 2.1103)
C (2.1863, 4.5586, 1.8558)
O (2.7728, 4.1357, 2.8302)
H (1.1350, 5.2707, -0.3346)
H (-0.5176, 4.8791, 0.1741)
H (0.4635, 3.6323, -0.5801)
H (0.8392, 2.6722, 2.9112)
H (-0.7100, 3.4639, 2.4797)
H (0.0505, 2.2767, 1.4147)
H (2.5799, 5.3614, 1.2085)
C (3.4063, -0.6393, 6.1825)
N (2.5293, -0.3374, 5.0776)
C (1.4493, 0.5950, 5.3443)
C (2.7550, -0.7551, 3.8201)
O (2.0632, -0.5284, 2.8474)
H (2.8110, -0.9204, 7.0526)
H (4.0302, 0.2175, 6.4421)
H (4.0312, -1.5075, 5.9753)
H (1.5149, 0.9582, 6.3636)
H (1.4450, 1.3916, 4.6005)
H (0.4538, 0.1430, 5.2437)
H (3.7087, -1.3180, 3.7759)
C (-1.4228, -4.8704, 4.2416)
N (-2.0154, -3.8753, 5.1180)
C (-2.1669, -2.5463, 4.5992)
C (-2.5654, -4.2087, 6.3102)
O (-3.2136, -3.4629, 7.0121)
H (-0.3468, -4.6688, 4.1728)
H (-1.7898, -4.7439, 3.2194)
H (-1.6173, -5.8938, 4.5433)
H (-1.2034, -2.2243, 4.1841)
H (-2.9302, -2.4004, 3.8324)
H (-2.3629, -1.8779, 5.4354)
H (-2.3378, -5.2427, 6.6191)
C (0.2970, 2.4284, -3.5258)
N (0.9711, 2.9755, -4.6403)
C (1.6023, 4.2548, -4.4533)
C (0.9777, 2.3593, -5.8490)
O (1.5086, 2.7896, -6.8461)
H (-0.2547, 1.5326, -3.8294)
H (-0.3589, 3.1219, -2.9991)
H (0.9833, 1.9963, -2.7787)
H (0.9021, 5.0843, -4.3170)
H (2.2698, 4.1997, -3.5838)
H (2.2567, 4.5562, -5.2685)
H (0.4343, 1.3978, -5.8395)
C (4.2752, 2.5094, 0.0316)
N (4.0621, 1.3827, -0.8499)
C (3.3293, 0.2796, -0.2633)
C (4.5998, 1.2825, -2.0877)
O (4.5221, 0.3017, -2.7944)
H (4.7003, 2.1899, 0.9796)
H (3.3454, 3.0648, 0.1365)
H (5.0079, 3.1604, -0.4546)
H (3.7463, 0.1682, 0.7544)
H (2.2784, 0.4827, -0.0562)
H (3.5794, -0.7068, -0.6409)
H (5.0959, 2.2333, -2.3586)
C (-0.6685, -0.9326, 0.8588)
N (-1.0053, -0.5648, -0.5034)
C (-1.6556, 0.6924, -0.6879)
C (-0.9622, -1.4587, -1.5184)
O (-1.4702, -1.2972, -2.6078)
H (0.0419, -1.7581, 0.8976)
H (-1.5562, -1.2527, 1.4146)
H (-0.1922, -0.1010, 1.3760)
H (-0.9422, 1.5021, -0.5054)
H (-2.0090, 0.8243, -1.7097)
H (-2.5404, 0.8517, -0.0630)
H (-0.3916, -2.3527, -1.2165)
C (-4.5665, -3.2418, -3.2025)
O (-3.7050, -3.4686, -2.1182)
H (-5.4250, -3.9192, -3.1404)
H (-5.0143, -2.2471, -3.1803)
H (-4.0960, -3.4501, -4.1673)
H (-3.1661, -2.6903, -1.9610)
C (2.1274, -5.0228, -2.2450)
O (2.0556, -6.0999, -3.1908)
H (2.4218, -5.3577, -1.2475)
H (2.8411, -4.3022, -2.6446)
H (1.1387, -4.5735, -2.1718)
H (2.9136, -6.1378, -3.6190)
C (-3.0278, 0.5971, -4.9912)
O (-3.3283, -0.7955, -4.9271)
H (-3.0965, 1.0455, -3.9906)
H (-1.9852, 0.7220, -5.3018)
H (-3.7248, 1.0885, -5.6588)
H (-2.7274, -1.1859, -4.2808)
C (-5.8350, 0.5795, -1.7753)
O (-4.8598, -0.4285, -1.5003)
H (-6.2702, 1.0606, -0.8970)
H (-5.3483, 1.3810, -2.3460)
H (-6.5908, 0.1031, -2.3903)
H (-4.2985, -0.0734, -0.8063)

Frontier orbital gap: 9.45 eV
E_HOMO: -9.43 eV
Lowest unoccupied orbital energy: 0.02 eV
SMILES string: CN(C)C=O.CN(C)C=O.CN(C)C=O.CN(C)C=O.CN(C)C=O.CN(C)C=O.CO.CO.CO.CO

These are the Löwdin partial charges, in e, on atoms 1 to 5:
1 C -0.06
2 N -0.20
3 C -0.03
4 C -0.36
5 O 0.02

=====

Here is a structure of composition C22H58O11S7 at a distorted geometry from the OMol25 dataset. Energies are from ωB97M-V/def2-TZVPD.

Cartesian coordinates (Å):
C (0.0470, -2.6954, -0.0025)
S (0.4968, -4.2197, -1.0749)
O (-0.6721, -5.2283, -1.1434)
C (0.6901, -3.3555, -2.6396)
H (0.8619, -1.9893, 0.1569)
H (-0.1139, -3.0506, 1.0153)
H (-0.8259, -2.0728, -0.1987)
H (1.2051, -2.3982, -2.5586)
H (-0.2458, -3.1541, -3.1608)
H (1.2274, -3.9866, -3.3475)
C (2.4668, -2.2307, -4.5950)
S (3.5411, -1.2876, -3.4844)
O (3.4995, -2.1173, -2.1966)
C (2.3509, 0.1391, -3.2804)
H (3.0624, -2.9306, -5.1812)
H (1.9117, -1.5741, -5.2650)
H (1.6284, -2.7717, -4.1561)
H (2.8784, 0.9552, -2.7866)
H (1.3936, 0.0878, -2.7616)
H (2.1692, 0.6514, -4.2252)
C (-1.2452, 3.1227, 3.9307)
S (0.3778, 2.5118, 3.0463)
O (0.0721, 1.0137, 2.8469)
C (-0.1854, 3.1906, 1.3583)
H (-1.3246, 4.2014, 4.0656)
H (-1.3579, 2.6065, 4.8842)
H (-2.0883, 2.8089, 3.3153)
H (0.3942, 2.7041, 0.5738)
H (-0.0750, 4.2661, 1.2193)
H (-1.2041, 2.8284, 1.2200)
C (-4.4070, -1.9508, -0.2513)
S (-5.2204, -1.9689, 1.4427)
O (-4.2630, -2.1330, 2.6350)
C (-5.7360, -0.1989, 1.4466)
H (-4.0261, -2.9683, -0.3386)
H (-3.6341, -1.1828, -0.2830)
H (-5.0398, -1.7794, -1.1221)
H (-6.7854, -0.0922, 1.7212)
H (-5.6389, 0.2690, 0.4669)
H (-5.0863, 0.4150, 2.0704)
C (3.4453, -1.4908, 3.3680)
S (2.9903, -0.7255, 1.6888)
O (2.1743, -1.8458, 1.0238)
C (1.7957, 0.5237, 2.2967)
H (2.5327, -1.4751, 3.9639)
H (4.2800, -0.9401, 3.8019)
H (3.6625, -2.5589, 3.3561)
H (0.9818, 0.1291, 2.9050)
H (1.1146, 0.9407, 1.5549)
H (2.4301, 1.2486, 2.8067)
C (-3.0394, 1.2105, 2.0759)
S (-2.8796, 1.0789, 3.9181)
O (-3.7873, 2.0987, 4.5972)
C (-3.5831, -0.5578, 4.3353)
H (-2.0349, 1.4389, 1.7199)
H (-3.7282, 1.9987, 1.7718)
H (-3.2460, 0.2239, 1.6610)
H (-3.1195, -0.9581, 5.2370)
H (-3.3456, -1.3451, 3.6200)
H (-4.6467, -0.6799, 4.5401)
C (-3.3843, 2.3347, -1.6979)
S (-4.4314, 2.0121, -0.2187)
O (-3.8949, 0.8197, 0.5449)
C (-3.7431, 3.4934, 0.6309)
H (-3.4747, 1.3945, -2.2418)
H (-2.3228, 2.4856, -1.5013)
H (-3.8634, 3.1679, -2.2121)
H (-3.9619, 3.5338, 1.6980)
H (-4.0421, 4.4412, 0.1835)
H (-2.6854, 3.2316, 0.6031)
O (0.7522, 1.8592, -0.8513)
C (0.6954, 0.7153, -0.4190)
O (-0.3509, 0.0277, -0.1628)
C (-1.6366, 0.6727, -0.1207)
C (-2.4036, -0.4643, -0.7483)
C (1.8948, -0.1383, -0.3571)
H (-1.5170, 1.5575, -0.7460)
H (-1.9310, 0.7939, 0.9218)
H (-1.8646, -1.1033, -1.4477)
H (-3.3427, -0.0655, -1.1320)
H (-2.5582, -1.1958, 0.0448)
H (1.6500, -0.9530, 0.3245)
H (2.8544, 0.2942, -0.0739)
H (2.0699, -0.5860, -1.3353)
O (5.2439, 1.8636, -2.7580)
C (5.0393, 0.9004, -1.9344)
O (5.6395, -0.2659, -1.8274)
C (6.7385, -0.5977, -2.5508)
C (6.4633, -1.2353, -4.0556)
C (4.0567, 0.8769, -0.8384)
H (7.1188, -1.3990, -1.9173)
H (7.5192, 0.1466, -2.3937)
H (7.4341, -1.4124, -4.5184)
H (6.0919, -0.4709, -4.7383)
H (5.7671, -2.0735, -4.0846)
H (3.4700, 1.7900, -0.9395)
H (4.4071, 0.7926, 0.1903)
H (3.4061, 0.0064, -0.9234)

Frontier orbital gap: 7.61 eV
E_HOMO: -7.76 eV
Lowest unoccupied orbital energy: -0.15 eV

These are the Löwdin partial charges, in e, on atoms 1 to 5:
1 C -0.19
2 S 0.91
3 O -0.59
4 C -0.32
5 H -0.02

=====

Q: What is the frontier orbital gap in the third record?
A: 9.45 eV

=====

Q: Which value of E_HOMO does entry 1 give?
A: -11.10 eV